A structure of composition C31H84O11 at a distorted geometry. Source: the OMol25 dataset; level of theory: ωB97M-V/def2-TZVPD.

Structure (ORCA input):
```
! wB97M-V def2-TZVPD RIJCOSX def2/J DEFGRID3
* xyz 0 1
C 33.51 12.64 -6.13
C 34.15 12.16 -7.44
C 34.81 10.82 -7.31
O 33.06 11.96 -8.32
H 32.80 13.46 -6.23
H 34.31 12.98 -5.46
H 33.01 11.83 -5.60
H 34.84 12.90 -7.84
H 35.45 10.68 -8.17
H 34.13 9.99 -7.10
H 35.48 10.91 -6.45
H 32.59 11.15 -8.12
C 30.92 16.63 -2.40
C 31.83 16.57 -3.64
C 33.31 16.84 -3.32
O 31.66 15.42 -4.41
H 31.00 15.76 -1.75
H 29.91 16.63 -2.81
H 31.08 17.56 -1.86
H 31.52 17.36 -4.32
H 33.85 16.61 -4.24
H 33.66 16.21 -2.49
H 33.49 17.89 -3.08
H 30.73 15.45 -4.62
C 35.90 13.68 -6.93
C 36.51 15.04 -6.69
C 37.92 14.82 -6.04
O 36.78 15.81 -7.87
H 36.51 13.08 -7.60
H 34.93 13.83 -7.40
H 35.79 13.22 -5.95
H 35.87 15.60 -6.01
H 38.61 14.24 -6.67
H 37.76 14.24 -5.13
H 38.29 15.82 -5.84
H 36.89 16.74 -7.62
C 32.75 11.89 -3.30
C 32.14 13.12 -3.97
C 30.70 13.44 -3.44
O 32.97 14.21 -3.56
H 32.79 12.06 -2.22
H 33.75 11.74 -3.71
H 32.18 10.98 -3.51
H 32.09 12.96 -5.05
H 30.13 14.12 -4.07
H 30.68 13.93 -2.46
H 30.10 12.53 -3.37
H 32.50 15.03 -3.76
C 36.68 13.90 -3.11
C 35.15 14.12 -3.31
C 35.04 15.24 -4.32
O 34.52 12.97 -3.79
H 37.32 13.76 -3.99
H 36.84 13.08 -2.41
H 37.06 14.79 -2.61
H 34.57 14.35 -2.42
H 35.66 16.10 -4.06
H 34.04 15.67 -4.36
H 35.33 14.88 -5.31
H 33.57 13.13 -3.81
C 40.84 11.03 -4.09
C 40.02 12.27 -3.80
C 39.05 12.60 -4.95
O 39.27 12.04 -2.67
H 41.43 10.78 -3.21
H 41.45 11.25 -4.97
H 40.18 10.18 -4.23
H 40.66 13.12 -3.55
H 39.60 12.93 -5.83
H 38.32 13.39 -4.76
H 38.51 11.68 -5.21
H 39.89 11.95 -1.95
C 36.40 12.97 0.60
C 35.59 13.48 -0.57
C 34.42 12.54 -0.86
O 35.07 14.74 -0.23
H 37.35 13.47 0.79
H 36.75 11.96 0.41
H 35.82 12.98 1.52
H 36.28 13.67 -1.39
H 34.08 12.74 -1.88
H 33.55 12.55 -0.21
H 34.84 11.53 -0.91
H 35.79 15.37 -0.18
C 36.08 16.77 -2.27
C 36.34 16.91 -0.72
C 35.01 17.10 0.02
O 36.91 15.57 -0.46
H 35.37 15.96 -2.44
H 36.98 16.56 -2.83
H 35.55 17.61 -2.73
H 37.02 17.74 -0.55
H 35.17 17.22 1.09
H 34.36 16.24 -0.14
H 34.55 18.00 -0.40
H 37.67 15.48 -1.03
C 37.14 11.53 -1.59
C 36.97 10.73 -2.84
C 36.41 11.43 -4.07
O 38.28 10.24 -3.17
H 37.96 12.21 -1.83
H 37.40 10.93 -0.72
H 36.21 12.08 -1.39
H 36.37 9.85 -2.64
H 36.35 10.75 -4.93
H 37.03 12.24 -4.45
H 35.41 11.82 -3.90
H 38.92 10.94 -3.02
C 32.98 14.81 -6.20
C 32.99 16.24 -6.59
C 34.43 16.70 -6.79
O 32.18 16.44 -7.77
H 33.16 14.25 -7.12
H 32.06 14.54 -5.68
H 33.80 14.71 -5.48
H 32.56 16.83 -5.77
H 35.02 15.99 -7.37
H 34.99 16.92 -5.88
H 34.50 17.58 -7.44
H 32.74 16.27 -8.53
C 37.56 17.60 -3.86
O 37.37 18.45 -4.96
H 37.20 16.62 -4.16
H 38.61 17.54 -3.57
H 37.08 18.08 -3.00
H 36.45 18.67 -4.80
*
```

As for the HOMO energy: -8.32 eV. The calculation puts the max |F| at 0.194 hartree/bohr. As for the energy above the lowest of the compared OMol25 structures with the same formula, charge and spin: 4072.89 kJ/mol. The value obtained for the total energy is -2057.58379 a.u. As for the LUMO energy: 0.1 eV. As for the gap between HOMO and LUMO: 8.4 eV.

---

A cluster of 11 separate species, C31H86F6N7O12P in total at a distorted geometry. Source: the OMol25 dataset; level of theory: ωB97M-V/def2-TZVPD.

Structure (ORCA input):
```
! wB97M-V def2-TZVPD RIJCOSX def2/J DEFGRID3
* xyz -2 1
P -1.88 11.52 -17.94
F -0.41 12.18 -17.90
F -2.23 12.22 -16.46
F -2.65 12.72 -18.74
F -3.39 10.84 -17.95
F -1.47 10.73 -19.28
F -1.38 10.22 -17.11
O -0.16 14.53 -12.93
C -1.09 15.37 -12.42
O -1.25 15.66 -11.22
O -1.87 15.87 -13.32
H -0.60 14.40 -13.77
C -8.89 3.22 -16.86
C -7.71 3.47 -15.90
C -6.47 4.24 -16.49
O -5.28 4.19 -15.71
C -4.26 5.09 -16.12
N -8.21 4.20 -14.71
H -9.25 4.12 -17.36
H -9.70 2.71 -16.33
H -8.74 2.57 -17.72
H -7.38 2.46 -15.67
H -6.71 5.27 -16.73
H -6.33 3.86 -17.50
H -3.44 4.78 -15.47
H -4.56 6.13 -15.97
H -4.06 4.89 -17.17
H -7.41 4.32 -14.10
H -8.88 3.57 -14.28
C -6.95 9.17 -22.41
C -7.42 7.96 -21.62
C -8.85 7.42 -21.86
O -9.11 7.18 -23.26
C -10.30 6.43 -23.52
N -6.42 6.94 -21.93
H -7.30 9.12 -23.44
H -5.91 9.49 -22.48
H -7.51 10.00 -21.98
H -7.42 8.25 -20.57
H -9.45 8.25 -21.49
H -9.09 6.56 -21.23
H -10.36 5.52 -22.94
H -10.38 6.21 -24.59
H -11.22 6.97 -23.29
H -6.75 6.55 -22.81
H -5.51 7.36 -22.07
C 0.66 18.82 -18.49
C -0.48 19.10 -17.40
C -1.20 20.51 -17.55
O -2.22 20.80 -16.58
C -2.65 22.18 -16.68
N -1.51 18.07 -17.54
H 1.43 19.58 -18.42
H 0.26 18.75 -19.50
H 1.00 17.82 -18.21
H -0.06 19.00 -16.40
H -1.62 20.55 -18.56
H -0.38 21.21 -17.69
H -3.43 22.16 -15.91
H -3.00 22.38 -17.69
H -1.97 22.96 -16.34
H -1.58 17.86 -18.53
H -1.16 17.17 -17.25
C -8.89 14.20 -17.78
C -8.05 14.97 -16.76
C -7.82 14.25 -15.46
O -7.11 15.12 -14.62
C -6.79 14.43 -13.46
N -6.75 15.26 -17.42
H -9.06 14.71 -18.73
H -9.89 13.95 -17.44
H -8.44 13.22 -17.96
H -8.55 15.93 -16.63
H -7.43 13.24 -15.59
H -8.81 14.20 -15.00
H -6.21 13.52 -13.62
H -7.63 14.36 -12.77
H -6.09 15.07 -12.92
H -6.05 14.53 -17.52
H -7.03 15.44 -18.37
C 2.20 8.45 -11.48
C 0.93 7.85 -12.17
C 0.60 6.40 -11.71
O 1.62 5.61 -12.23
C 1.28 4.28 -12.61
N -0.11 8.79 -11.91
H 2.42 9.30 -12.13
H 3.11 7.87 -11.59
H 2.11 8.87 -10.48
H 1.01 7.88 -13.25
H -0.37 6.10 -12.12
H 0.76 6.40 -10.64
H 0.70 3.81 -11.82
H 2.22 3.75 -12.70
H 0.89 4.21 -13.63
H 0.29 9.71 -12.01
H -0.77 8.78 -12.68
C -1.18 5.56 -24.20
C -0.95 7.05 -24.27
C -1.16 7.93 -25.48
O -0.73 9.27 -25.29
C -1.35 10.28 -26.15
N -1.67 7.67 -23.18
H -0.74 4.96 -24.99
H -2.22 5.32 -24.43
H -0.77 5.13 -23.28
H 0.08 7.26 -23.96
H -2.21 7.86 -25.76
H -0.69 7.55 -26.39
H -0.64 11.10 -26.27
H -2.28 10.68 -25.75
H -1.56 9.88 -27.14
H -1.44 8.66 -23.19
H -1.45 7.32 -22.27
C 5.66 12.92 -17.44
C 7.10 12.23 -17.47
C 7.53 11.69 -16.18
O 8.78 11.00 -16.30
C 8.99 10.25 -15.10
N 7.22 11.33 -18.67
H 5.18 12.79 -18.41
H 5.84 13.99 -17.58
H 5.00 12.86 -16.57
H 7.76 13.04 -17.75
H 6.76 11.07 -15.73
H 7.60 12.56 -15.54
H 9.98 9.81 -15.06
H 8.13 9.58 -15.06
H 9.01 10.95 -14.27
H 6.82 11.77 -19.49
H 6.54 10.64 -18.39
C -2.04 15.33 -22.38
O -2.44 16.48 -21.56
H -2.84 14.60 -22.48
H -1.65 15.52 -23.38
H -1.32 14.82 -21.74
H -3.28 16.75 -21.93
C 2.85 7.58 -17.22
O 2.89 8.54 -18.26
H 1.85 7.24 -16.95
H 3.26 6.72 -17.75
H 3.49 8.01 -16.46
H 2.09 9.05 -18.16
*
```

As for the HOMO energy: -1.51 eV. The calculation puts the max |F| at 0.106 hartree/bohr. The value obtained for the total energy is -3459.38741 a.u. As for the LUMO energy: 3.0 eV. As for the gap between HOMO and LUMO: 4.5 eV.

---

- Among the records above, which one has the lowest total energy?
  C31H86F6N7O12P